Entry 1:
# C14H28N10PRuSe2Te2

A molecular structure, C14H28N10PRuSe2Te2 (ωB97M-V/def2-TZVPD, the OMol25 dataset).

Atoms and positions in Å:
Ru -0.011 -2.538 -0.317
N -0.565 -3.173 -3.736
C -1.587 -2.555 -3.048
N -2.780 -2.342 -3.564
N -3.454 -1.721 -2.572
N -2.713 -1.581 -1.535
N -1.490 -2.096 -1.803
C 0.679 -3.392 -3.220
N 1.726 -3.734 -3.939
N 2.739 -3.821 -3.038
N 2.331 -3.558 -1.862
N 0.994 -3.288 -1.921
H -0.709 -3.370 -4.710
Se 1.782 -3.455 1.098
Te 0.891 -3.897 3.425
Te -1.772 -3.928 2.774
Se -1.593 -4.152 0.300
C 0.616 2.284 2.895
C 0.510 0.847 2.375
C 1.881 0.178 2.549
C -0.469 0.055 3.266
P -0.025 0.632 0.572
N -0.376 -0.893 0.405
C 1.364 1.074 -0.622
C 2.090 2.376 -0.252
C 0.796 1.213 -2.042
C 2.388 -0.067 -0.695
C -1.510 1.748 0.231
C -2.533 1.485 1.347
C -2.208 1.305 -1.062
C -1.220 3.253 0.142
H 1.005 2.239 3.916
H -0.344 2.789 2.941
H 1.305 2.896 2.312
H 2.104 0.146 3.619
H 2.685 0.729 2.067
H 1.874 -0.848 2.184
H 0.039 -0.189 4.201
H -0.769 -0.887 2.808
H -1.362 0.624 3.510
H 1.416 3.220 -0.135
H 2.781 2.619 -1.064
H 2.679 2.279 0.656
H 0.235 2.134 -2.180
H 0.162 0.365 -2.309
H 1.638 1.232 -2.738
H 2.827 -0.342 0.256
H 3.191 0.251 -1.366
H 1.959 -0.970 -1.133
H -2.700 0.415 1.483
H -3.483 1.935 1.048
H -2.248 1.926 2.296
H -2.384 0.228 -1.073
H -1.672 1.589 -1.961
H -3.184 1.798 -1.098
H -0.688 3.653 0.999
H -2.179 3.776 0.077
H -0.661 3.504 -0.758

Cartesian forces, eV/Å:
Ru 0.103 -0.020 0.054
N -0.081 -0.078 0.060
C 0.085 -0.061 -0.086
N -0.022 0.077 -0.031
N -0.064 0.017 -0.054
N -0.067 -0.516 -0.058
N 0.044 -0.016 0.134
C 0.061 -0.004 -0.001
N 0.001 0.039 -0.023
N 0.019 -0.069 -0.079
N -0.018 0.003 0.039
N -0.037 0.260 0.189
H 0.004 0.029 -0.001
Se 0.003 0.005 -0.049
Te 0.008 0.013 -0.020
Te -0.003 0.070 0.047
Se -0.166 -0.236 -0.008
C 0.015 -0.060 -0.035
C 0.021 0.022 -0.019
C -0.039 -0.047 0.005
C 0.005 0.001 -0.005
P 0.092 0.051 0.067
N -0.043 0.067 -0.313
C -0.004 0.026 0.021
C 0.010 -0.093 -0.049
C 0.016 -0.035 0.000
C -0.034 -0.031 -0.036
C -0.039 0.019 0.021
C 0.002 0.007 -0.060
C 0.037 0.042 0.072
C -0.039 -0.109 -0.022
H 0.001 0.001 0.011
H -0.139 0.054 -0.025
H 0.000 0.010 -0.022
H 0.003 0.018 -0.002
H 0.044 0.040 -0.055
H 0.015 -0.046 -0.028
H 0.011 0.022 0.020
H 0.025 -0.032 -0.014
H -0.010 -0.014 0.006
H -0.078 0.066 0.013
H 0.008 -0.003 -0.004
H 0.031 -0.032 0.064
H -0.009 0.020 0.000
H 0.015 0.014 0.007
H 0.021 -0.001 -0.003
H 0.006 -0.024 0.051
H 0.014 0.005 0.003
H 0.023 0.064 0.009
H -0.007 -0.013 -0.003
H -0.003 -0.001 -0.009
H 0.051 0.072 0.102
H 0.023 0.351 0.074
H 0.005 0.015 -0.047
H -0.013 0.020 -0.002
H 0.074 0.031 0.120
H -0.006 -0.012 -0.003
H 0.028 0.001 -0.025

Values from the calculation:
E_HOMO (alpha / beta) ... -4.21 / -4.18 eV
Spin multiplicity ... 1
Charge ... -1
Orbital gap (alpha / beta) ... 0.2105 / 0.2113 Ha

Entry 2:
# C3H5N3OS

A single C3H5N3OS molecule in a non-equilibrium geometry (ωB97M-V/def2-TZVPD, the OMol25 dataset).

Atoms and positions in Å:
C -0.063 -2.015 -1.446
C 0.017 1.518 -0.446
C -0.286 0.754 0.577
N -0.796 -0.473 0.732
N 0.647 2.265 -1.119
N 0.161 1.534 1.859
O -1.052 -2.991 0.669
S -0.236 -1.902 0.196
H -0.018 -2.953 -1.813
H 0.514 -1.146 -1.996
H 0.121 2.958 -1.720
H 1.240 1.406 1.883
H -0.251 1.046 2.626

Cartesian forces, eV/Å:
C 1.685 4.992 -0.122
C -0.378 -0.971 0.571
C 0.920 0.244 3.594
N 0.418 -0.839 -0.011
N 0.124 2.284 -3.057
N 1.524 -0.819 -2.592
O 0.067 -0.585 0.759
S -1.361 1.506 -0.873
H 0.129 -2.945 -1.233
H -1.248 -1.892 1.269
H 0.771 -0.706 0.900
H -2.494 0.170 0.181
H -0.156 -0.440 0.615

Values from the calculation:
E_HOMO (alpha / beta) ... -8.40 / -8.34 eV
Energy above the lowest of the compared OMol25 structures with the same formula, charge and spin ... 162.5 kcal/mol
Spin multiplicity ... 1
Charge ... 0
Orbital gap (alpha / beta) ... 0.2602 / 0.2428 Ha

Entry 3:
# C21H38ClInN5O3

A molecular structure, C21H38ClInN5O3 (ωB97M-V/def2-TZVPD, the OMol25 dataset).

Atoms and positions in Å:
In -0.366 0.653 -1.204
N 1.489 2.006 -0.773
C 1.680 3.187 -1.645
C 0.649 4.272 -1.375
C -0.783 3.916 -1.748
N -1.320 2.844 -0.892
H 1.426 2.289 0.202
H 2.295 1.391 -0.839
H 1.602 2.849 -2.682
H 2.682 3.602 -1.510
H 0.938 5.156 -1.946
H 0.696 4.566 -0.320
H -0.825 3.561 -2.780
H -1.402 4.814 -1.693
H -2.284 2.644 -1.145
H -1.336 3.134 0.082
C -3.085 -0.983 6.580
C -2.653 -0.688 5.172
C -3.167 0.404 4.484
C -2.773 0.704 3.188
C -3.380 1.895 2.493
C -1.809 -0.107 2.572
C -1.267 -1.208 3.247
C -0.238 -2.115 2.624
C -1.714 -1.486 4.531
C -1.389 0.199 1.178
O -2.218 0.441 0.277
O -0.130 0.222 0.891
H -4.114 -0.672 6.753
H -2.455 -0.446 7.292
H -3.002 -2.046 6.805
H -3.904 1.035 4.968
H -3.968 2.484 3.195
H -4.023 1.585 1.671
H -2.610 2.548 2.075
H -0.462 -2.329 1.579
H -0.193 -3.058 3.168
H 0.750 -1.655 2.656
H -1.315 -2.352 5.047
C 4.579 -1.588 -0.648
N 3.152 -1.573 -0.929
C 2.281 -1.860 0.200
C 2.613 -1.054 -2.057
O 1.457 -0.577 -2.073
N 3.365 -1.048 -3.192
C 2.855 -0.295 -4.328
C 4.250 -2.155 -3.541
H 4.750 -1.119 0.324
H 5.124 -1.022 -1.399
H 4.977 -2.603 -0.607
H 2.653 -2.746 0.715
H 1.271 -2.047 -0.149
H 2.250 -1.028 0.909
H 2.422 0.644 -3.991
H 2.088 -0.852 -4.874
H 3.684 -0.081 -5.001
H 4.220 -2.924 -2.775
H 5.280 -1.822 -3.677
H 3.906 -2.602 -4.476
C -3.424 -3.177 -1.060
C -2.164 -2.453 -1.107
N -1.181 -1.865 -1.141
H -3.633 -3.482 -0.036
H -3.372 -4.058 -1.697
H -4.224 -2.525 -1.409
Cl -2.713 1.245 -3.395
C -1.034 0.618 -3.247
H -0.412 1.205 -3.919
H -1.040 -0.409 -3.600

Cartesian forces, eV/Å:
In -0.037 0.034 0.045
N 0.040 0.017 -0.030
C 0.008 0.017 0.018
C -0.017 -0.035 -0.017
C 0.015 0.032 0.018
N -0.012 0.012 -0.027
H -0.006 -0.002 0.001
H -0.021 -0.022 -0.009
H 0.010 0.001 -0.003
H 0.002 -0.001 -0.003
H 0.005 0.007 0.009
H -0.002 0.007 0.002
H -0.003 0.007 -0.006
H -0.007 -0.003 0.002
H -0.002 -0.007 0.011
H -0.009 0.001 0.000
C 0.009 -0.006 -0.002
C 0.019 -0.021 -0.005
C -0.005 0.021 -0.003
C -0.005 0.010 -0.039
C -0.025 -0.010 0.011
C -0.049 0.019 0.012
C 0.002 0.013 -0.021
C -0.011 -0.001 -0.015
C -0.011 -0.004 0.028
C 0.160 -0.009 0.095
O -0.018 -0.027 -0.059
O -0.060 -0.040 -0.046
H -0.002 0.000 -0.002
H -0.002 0.001 0.001
H -0.003 0.001 0.002
H 0.002 0.005 -0.004
H 0.008 -0.006 0.012
H 0.004 0.014 -0.002
H -0.004 0.002 0.001
H 0.011 -0.004 0.000
H 0.001 -0.001 0.004
H 0.003 0.001 -0.003
H 0.000 0.003 0.004
C 0.007 -0.001 0.010
N 0.002 -0.010 0.004
C -0.017 0.027 -0.002
C -0.022 -0.062 -0.044
O 0.059 0.068 0.050
N -0.012 0.018 0.012
C 0.000 -0.001 -0.005
C -0.003 -0.020 -0.007
H -0.007 0.002 -0.001
H -0.002 0.000 -0.005
H 0.003 0.000 -0.001
H 0.004 0.000 0.002
H -0.004 -0.009 0.000
H 0.004 -0.002 0.000
H 0.005 0.003 -0.003
H 0.003 -0.007 0.005
H 0.000 0.003 -0.001
H 0.007 0.003 -0.008
H -0.002 0.005 0.006
H -0.004 0.001 0.001
C -0.024 -0.015 0.020
C -0.002 0.008 -0.026
N 0.008 -0.023 -0.007
H 0.004 0.001 0.001
H 0.005 0.001 -0.001
H 0.008 0.009 -0.002
Cl 0.007 0.002 -0.010
C -0.016 -0.047 -0.008
H 0.001 0.024 0.022
H -0.004 -0.002 0.016

Values from the calculation:
E_HOMO ... -11.02 eV
Energy above the lowest of the compared OMol25 structures with the same formula, charge and spin ... 0.6 kcal/mol
Spin multiplicity ... 1
Charge ... +1
Orbital gap ... 0.3290 Ha

Entry 4:
# C5H8N2S

A single C5H8N2S molecule in a non-equilibrium geometry (ωB97M-V/def2-TZVPD, the OMol25 dataset).

Atoms and positions in Å:
C 1.336 -1.194 -0.784
C 0.946 -0.378 0.485
N 0.788 1.059 0.147
C -0.624 1.116 0.570
C -1.682 1.058 -0.496
N -2.348 0.002 -0.718
S -1.799 -1.273 0.302
C -0.491 -0.360 1.077
H 0.623 -1.102 -1.609
H 2.275 -0.777 -1.187
H 1.444 -2.257 -0.483
H 1.753 -0.535 1.218
H 0.944 1.243 -0.824
H -0.817 1.904 1.294
H -1.817 1.969 -1.142
H -0.529 -0.474 2.148

Cartesian forces, eV/Å:
C -0.337 -0.164 0.969
C 0.466 0.227 -1.386
N 0.276 0.442 0.474
C 0.291 -1.186 0.089
C 0.059 1.327 -1.041
N 0.649 0.053 0.239
S -0.734 -0.484 -0.276
C 0.292 0.433 0.172
H -0.285 -0.120 0.325
H -0.091 -0.348 0.436
H 0.128 0.557 -0.542
H -0.413 0.066 0.023
H 0.045 0.228 -0.532
H -0.105 0.055 0.099
H -0.256 -0.937 0.639
H 0.015 -0.148 0.311

Values from the calculation:
E_HOMO ... -8.47 eV
Energy above the lowest of the compared OMol25 structures with the same formula, charge and spin ... 43.4 kcal/mol
Spin multiplicity ... 1
SMILES string ... C[C@H]1N[C@H]2C=NS[C@H]21
Charge ... 0
Orbital gap ... 0.3424 Ha

Entry 5:
# C19H38N3S2Se2Si2Ti

A molecular structure, C19H38N3S2Se2Si2Ti in a non-equilibrium geometry (ωB97M-V/def2-TZVPD, the OMol25 dataset).

Atoms and positions in Å:
Ti -0.423 0.319 -0.198
C -4.214 3.210 2.107
Se -3.826 1.351 1.660
C -4.736 1.373 -0.057
C -4.010 2.153 -1.138
Se -2.414 1.275 -1.844
C -3.390 -0.257 -2.522
H -5.276 3.406 1.975
H -3.629 3.903 1.505
H -3.958 3.347 3.156
H -5.724 1.804 0.114
H -4.867 0.328 -0.335
H -3.696 3.136 -0.788
H -4.649 2.299 -2.011
H -4.300 0.111 -2.993
H -3.613 -0.952 -1.716
H -2.759 -0.739 -3.262
C 2.100 -2.904 -0.339
Si 2.160 -1.792 1.171
C 1.156 -2.650 2.509
C 3.958 -1.728 1.725
C 1.463 -0.113 0.825
C 0.853 0.617 1.937
C 1.199 0.527 3.299
C 0.651 1.405 4.203
C -0.260 2.372 3.772
C -0.621 2.365 2.447
N -0.107 1.506 1.562
Si 2.324 1.140 -0.248
C 1.066 2.195 -1.254
C 3.546 0.402 -1.455
C 3.232 2.380 0.829
H 2.654 -3.827 -0.150
H 2.522 -2.430 -1.226
H 1.062 -3.167 -0.554
H 1.152 -3.728 2.331
H 0.118 -2.309 2.497
H 1.557 -2.486 3.511
H 4.292 -2.711 2.068
H 4.104 -1.020 2.544
H 4.612 -1.423 0.904
H 1.936 -0.199 3.609
H 0.946 1.363 5.244
H -0.683 3.096 4.454
H -1.356 3.061 2.064
H 0.915 1.820 -2.268
H 1.414 3.226 -1.340
H 0.086 2.274 -0.756
H 3.138 -0.464 -1.975
H 4.458 0.100 -0.936
H 3.818 1.149 -2.205
H 2.531 2.968 1.428
H 3.827 3.073 0.228
H 3.905 1.862 1.518
C 0.956 -2.592 -4.771
N 0.114 -3.069 -3.687
C -0.347 -2.309 -2.681
N -1.225 -2.845 -1.841
S 0.178 -0.690 -2.493
H 1.529 -3.432 -5.159
H 1.641 -1.842 -4.388
H 0.367 -2.150 -5.576
H -0.378 -3.934 -3.847
H -1.357 -3.844 -1.804
H -1.410 -2.285 -0.988
S -2.718 -1.982 1.142
C -1.597 -1.042 0.467

Cartesian forces, eV/Å:
Ti -1.316 -1.460 -0.305
C -0.064 -0.072 -0.035
Se 0.050 0.057 0.073
C 0.043 0.045 0.078
C 0.073 -0.006 0.058
Se -0.396 0.261 -0.330
C 0.096 -0.102 0.060
H -0.003 0.039 0.025
H -0.003 0.028 -0.013
H 0.017 0.006 0.005
H -0.022 -0.033 -0.051
H -0.031 0.019 0.012
H -0.009 0.004 0.007
H -0.021 0.038 0.026
H -0.005 -0.009 -0.015
H 0.022 -0.010 -0.010
H 0.017 -0.006 -0.001
C -0.006 0.002 -0.072
Si -0.044 -0.001 -0.038
C -0.017 0.019 0.045
C 0.053 0.002 0.034
C 0.263 0.219 0.077
C 0.220 0.228 0.084
C -0.005 -0.041 -0.024
C -0.023 0.016 0.011
C 0.025 -0.017 0.056
C -0.083 -0.077 -0.082
N 0.177 0.192 0.532
Si 0.279 0.128 0.160
C 0.116 -0.294 -0.061
C 0.003 -0.021 -0.018
C 0.045 0.038 -0.004
H -0.003 0.001 0.030
H 0.000 -0.019 -0.019
H 0.027 -0.013 0.007
H 0.012 -0.010 0.004
H -0.006 -0.023 -0.001
H -0.012 -0.004 0.007
H 0.020 0.001 -0.003
H 0.003 -0.006 0.005
H 0.016 0.007 0.006
H 0.009 0.004 0.008
H 0.003 -0.006 0.000
H -0.002 0.009 -0.003
H -0.005 -0.012 -0.014
H 0.005 0.091 -0.030
H 0.068 -0.005 0.135
H 0.138 0.483 -0.233
H -0.006 0.013 -0.030
H 0.011 -0.022 -0.014
H 0.023 0.005 0.003
H 0.007 0.003 0.014
H -0.010 0.014 0.006
H 0.012 0.008 0.000
C 0.035 -0.014 0.042
N -0.154 0.072 -0.095
C -0.103 -0.076 0.099
N 0.215 0.062 0.039
S 0.157 -0.015 -0.187
H -0.011 -0.006 -0.013
H 0.012 -0.013 0.003
H 0.001 0.020 0.004
H 0.094 -0.040 0.042
H -0.064 0.030 -0.029
H -0.062 -0.018 -0.094
S -0.007 -0.110 -0.087
C 0.124 0.399 0.113

Values from the calculation:
E_HOMO (alpha / beta) ... -5.80 / -5.33 eV
Energy above the lowest of the compared OMol25 structures with the same formula, charge and spin ... 11.2 kcal/mol
Spin multiplicity ... 2
Charge ... 0
Orbital gap (alpha / beta) ... 0.2258 / 0.2083 Ha

Entry 6:
# C3H10N2O

2 unconnected molecules or ions with the total composition C3H10N2O in a non-equilibrium geometry (ωB97M-V/def2-TZVPD, the OMol25 dataset).

Atoms and positions in Å:
H 1.038 -0.528 2.579
N 1.214 0.335 2.054
C 1.425 0.045 0.804
C 1.807 1.120 -0.165
H 1.576 -1.000 0.480
H 2.864 1.366 -0.038
H 1.200 2.011 0.007
H 1.646 0.759 -1.184
C -1.610 0.450 -1.007
O -1.102 -0.452 -0.023
N -1.679 -1.832 -0.250
H -2.692 0.337 -1.124
H -1.105 0.271 -1.961
H -1.402 1.474 -0.688
H -0.894 -2.453 -0.052
H -2.287 -1.903 0.569

Cartesian forces, eV/Å:
H 0.141 0.223 -0.104
N -0.125 -0.663 -2.022
C 0.931 0.197 2.559
C -0.550 -0.208 -0.224
H -0.422 0.343 -0.045
H -0.063 0.001 -0.030
H 0.191 -0.044 0.004
H 0.080 0.187 0.001
C 0.007 -0.539 -0.125
O -0.692 -1.248 -0.235
N 0.316 1.817 0.360
H 0.115 -0.022 -0.033
H -0.187 0.030 -0.073
H 0.124 -0.248 0.241
H 0.053 0.297 -0.047
H 0.082 -0.122 -0.228

Values from the calculation:
E_HOMO ... -9.76 eV
Energy above the lowest of the compared OMol25 structures with the same formula, charge and spin ... 80.8 kcal/mol
Spin multiplicity ... 1
SMILES string ... [H]/N=C/C.CON
Charge ... 0
Orbital gap ... 0.3920 Ha